Molecular formula: C53H53NO16
Method: DFT, ωB97M-V with the def2-TZVPD basis set

Summary:
**HOMO-LUMO gap**: 7.8 eV
**Largest force on an atom**: 19.03 eV/A
**Relative energy (zero: lowest compared OMol25 entry of this formula, charge and spin)**: 556.7 kJ/mol
**Total energy**: -3309.30351 Ha
**SMILES string**: Oc1ccc(O)cc1.Oc1ccc(O)cc1.Oc1ccc(O)cc1.Oc1ccc(O)cc1.Oc1ccc(O)cc1.Oc1ccc(O)cc1.Oc1ccc(O)cc1.Oc1ccc(O)cc1.c1ccncc1
**Total charge**: 0
**2S+1**: 1

Positions of all 123 atoms, in Å:
O: 3.168480 -4.856691 -1.117553
C: 4.518480 -4.854691 -1.598553
C: 5.102480 -6.133691 -2.005553
C: 6.531480 -5.919691 -2.556553
C: 7.123480 -4.647691 -2.827553
O: 8.378480 -4.556691 -3.365553
C: 6.309480 -3.604691 -2.309553
C: 5.082480 -3.667691 -1.720553
H: 2.728480 -4.059691 -1.513553
H: 4.631480 -7.005691 -1.881553
H: 6.986480 -6.870691 -3.050553
H: 8.852480 -5.134691 -3.121553
H: 6.707480 -2.588691 -2.310553
H: 4.486480 -2.711691 -1.434553
O: -0.862520 2.037309 1.178447
C: -0.601520 0.818309 0.664447
C: -1.318520 0.417309 -0.381553
C: -0.877520 -0.899691 -1.077553
C: 0.186480 -1.573691 -0.526553
O: 0.602480 -2.697691 -1.167553
C: 0.878480 -1.152691 0.585447
C: 0.523480 0.033309 1.232447
H: -1.704520 2.595309 0.890447
H: -2.117520 0.967309 -0.921553
H: -1.246520 -1.090691 -2.058553
H: 0.402480 -2.733691 -2.135553
H: 1.696480 -1.627691 0.828447
H: 1.209480 0.290309 1.815447
O: -2.165520 -4.363691 -0.149553
C: -2.187520 -5.422691 0.476447
C: -1.638520 -6.726691 0.072447
C: -1.861520 -7.948691 0.990447
C: -2.499520 -7.893691 2.217447
O: -2.484520 -8.912691 3.132447
C: -3.094520 -6.620691 2.497447
C: -3.058520 -5.529691 1.629447
H: -1.412520 -4.063691 -0.182553
H: -0.988520 -6.867691 -0.788553
H: -1.431520 -8.770691 0.721447
H: -2.132520 -9.754691 2.919447
H: -3.759520 -6.661691 3.463447
H: -3.607520 -4.573691 2.120447
O: -5.151520 5.838309 4.799447
C: -4.983520 4.509309 4.399447
C: -6.088520 3.742309 4.400447
C: -5.849520 2.347309 3.962447
C: -4.555520 1.943309 3.499447
O: -4.348520 0.731309 3.118447
C: -3.413520 2.798309 3.647447
C: -3.605520 4.127309 4.126447
H: -4.375520 6.493309 4.799447
H: -7.070520 4.092309 4.714447
H: -6.712520 1.764309 3.888447
H: -5.024520 0.614309 2.509447
H: -2.408520 2.357309 3.482447
H: -2.827520 4.670309 4.337447
O: -2.855520 3.767309 0.527447
C: -2.292520 5.002309 0.916447
C: -1.271520 4.940309 1.937447
C: -0.612520 6.360309 2.277447
C: -1.010520 7.557309 1.599447
O: -0.431520 8.782309 1.805447
C: -2.058520 7.497309 0.719447
C: -2.677520 6.255309 0.377447
H: -3.572520 3.810309 -0.155553
H: -0.966520 4.162309 2.611447
H: 0.259480 6.236309 2.853447
H: 0.208480 8.725309 2.240447
H: -2.536520 8.452309 0.332447
H: -3.517520 6.054309 -0.196553
O: 6.328480 0.160309 0.303447
C: 5.422480 -0.243691 1.313447
C: 4.891480 0.661309 2.233447
C: 3.906480 0.263309 3.320447
C: 3.551480 -1.114691 3.386447
O: 2.582480 -1.538691 4.192447
C: 4.137480 -1.968691 2.410447
C: 5.069480 -1.583691 1.471447
H: 6.151480 0.956309 -0.167553
H: 5.161480 1.784309 2.276447
H: 3.292480 0.901309 3.975447
H: 2.524480 -2.505691 4.094447
H: 3.730480 -3.040691 2.467447
H: 5.282480 -2.161691 0.697447
O: -2.825520 0.376309 -4.162553
C: -2.970520 1.193309 -5.145553
C: -1.803520 1.858309 -5.863553
C: -1.929520 2.844309 -6.960553
C: -3.254520 3.257309 -7.224553
O: -3.398520 4.239309 -8.123553
C: -4.347520 2.612309 -6.694553
C: -4.190520 1.575309 -5.721553
H: -3.479520 0.121309 -3.648553
H: -0.947520 1.270309 -5.625553
H: -1.144520 3.366309 -7.351553
H: -3.948520 3.778309 -8.776553
H: -5.276520 2.962309 -6.996553
H: -4.923520 0.834309 -5.430553
O: 2.457480 3.774309 0.259447
C: 2.766480 3.832309 1.527447
C: 1.929480 3.412309 2.631447
C: 2.408480 3.572309 3.989447
C: 3.565480 4.440309 4.316447
O: 3.990480 4.714309 5.607447
C: 4.256480 4.964309 3.220447
C: 3.907480 4.561309 1.906447
H: 1.598480 3.400309 0.207447
H: 1.076480 2.857309 2.582447
H: 1.893480 3.193309 4.805447
H: 4.824480 4.991309 5.704447
H: 5.093480 5.443309 3.363447
H: 4.482480 4.804309 1.118447
C: -2.657520 -4.783691 -4.398553
C: -2.341520 -3.439691 -4.789553
C: -1.103520 -2.881691 -4.496553
N: -0.064520 -3.610691 -3.870553
C: -0.387520 -4.907691 -3.541553
C: -1.682520 -5.434691 -3.895553
H: -3.511520 -5.259691 -4.536553
H: -3.003520 -2.612691 -5.052553
H: -0.822520 -2.018691 -4.753553
H: 0.292480 -5.647691 -3.116553
H: -1.866520 -6.515691 -3.802553

Atoms 1-3, force components in eV/Å:
O 0.7 0.4 -1.0
C -3.5 -5.3 0.2
C 5.4 8.1 -0.8

---

Molecular formula: C20H26ClCoN3O8P2
Method: DFT, ωB97M-V with the def2-TZVPD basis set

Summary:
**HOMO-LUMO gap**: 7.6 eV
**Largest force on an atom**: 0.64 eV/A
**Relative energy (zero: lowest compared OMol25 entry of this formula, charge and spin)**: 0.0 kJ/mol
**Total energy**: -4069.63146 Ha
**Total charge**: +1
**2S+1**: 1

Positions of all 61 atoms, in Å:
Co: -0.463781 -0.728701 0.295637
C: -0.434542 0.555529 4.473933
C: 0.838227 0.527062 3.628463
O: 1.988786 0.886066 4.397588
P: 1.230780 -1.146832 3.048835
O: 2.773431 -1.106754 2.764573
O: 1.109800 -2.156852 4.254711
O: 0.415747 -1.627798 1.883912
P: 0.608725 1.649114 2.173044
O: 2.016014 1.531500 1.401912
O: 0.330496 3.010761 2.642214
O: -0.428603 0.895107 1.338202
H: -0.281569 -0.005382 5.396118
H: -1.282838 0.137449 3.930104
H: -0.677623 1.589554 4.719107
H: 1.918815 1.821663 4.633458
H: 3.227038 -0.442920 3.313709
H: 0.272782 -2.631243 4.331243
H: 2.461391 2.389501 1.378503
C: -1.946770 1.595431 -1.065057
N: -1.600327 0.161391 -0.986395
C: -2.250854 -0.683885 -1.726192
C: -1.915662 -2.037525 -1.602351
C: -2.310164 -3.252628 -2.165063
C: -1.555889 -4.237002 -1.529350
C: -0.731668 -3.590519 -0.599794
N: -0.954504 -2.274246 -0.652385
C: -1.020221 2.410518 -1.938401
C: -1.505621 2.992288 -3.103034
C: -0.674016 3.754857 -3.914928
C: 0.653894 3.940929 -3.567134
C: 1.144453 3.372226 -2.398233
C: 0.311083 2.618022 -1.586744
H: -1.977468 2.000541 -0.058368
H: -2.956814 1.651821 -1.474862
H: -3.020396 -0.334275 -2.408989
H: -3.050383 -3.389529 -2.937518
H: -1.581373 -5.298114 -1.715016
H: 0.001938 -4.016577 0.068340
H: -2.544445 2.852660 -3.380926
H: -1.067673 4.203753 -4.817269
H: 1.303753 4.532652 -4.198681
H: 2.179657 3.524202 -2.115853
H: 0.694180 2.198979 -0.669042
Cl: 1.667021 -0.008504 -4.732472
C: 1.991163 -0.410775 -3.092763
C: 3.269824 -0.714444 -2.662661
C: 3.435322 -1.033311 -1.327413
C: 2.346021 -1.019616 -0.478690
N: 1.117686 -0.695582 -0.896169
C: 0.944772 -0.413521 -2.193762
H: 4.100143 -0.709545 -3.355747
H: 4.405018 -1.299092 -0.931012
H: 2.461333 -1.289448 0.548973
H: -0.046006 -0.182994 -2.535339
C: -2.525826 -2.044503 2.153948
O: -2.201250 -0.952810 1.278835
H: -3.605505 -2.177382 2.164742
H: -2.160541 -1.860357 3.163730
H: -2.052780 -2.932587 1.746004
H: -2.394201 -0.098297 1.687745

Atoms 1-3, force components in eV/Å:
Co -0.6 -0.1 0.2
C 0.0 0.0 0.0
C 0.0 0.0 -0.1

---

Molecular formula: C31H46N4P2PdSi
Method: DFT, ωB97M-V with the def2-TZVPD basis set

Summary:
**HOMO-LUMO gap (spin up / spin down)**: 1.8 / 3.4 eV
**Largest force on an atom**: 4.21 eV/A
**⟨S²⟩**: 6.0291
**Total energy**: -2526.96769 Ha
**Total charge**: +2
**2S+1**: 5

Positions of all 85 atoms, in Å:
Pd: -0.120235 -2.414409 3.585809
C: -0.932230 2.533183 2.847691
C: -1.257902 1.585285 1.957871
C: -0.615006 1.136707 0.663238
C: 0.577051 0.181882 0.824085
C: 1.886328 0.855101 1.175862
C: 1.959839 1.959001 1.923639
C: 1.242385 3.253424 1.717992
C: 0.225650 3.525012 2.828022
C: 1.809038 -2.540895 4.227669
H: -1.759178 2.886892 3.492449
H: -2.133055 0.954641 2.226285
H: -0.379007 1.974901 -0.012708
H: -1.395485 0.574500 0.123959
H: 0.341904 -0.560689 1.632379
H: 0.667001 -0.446474 -0.097196
H: 2.773038 0.204923 1.027958
H: 2.629783 1.950427 2.818558
H: 0.731700 3.272588 0.752440
H: 1.956694 4.089229 1.669740
H: 0.718241 3.523103 3.814104
H: -0.192141 4.536777 2.672444
H: 1.964799 -2.386494 5.308059
H: 2.377691 -1.821679 3.601074
H: 2.075636 -3.579501 3.956470
P: 1.639576 -1.066580 -2.619059
P: -1.892722 -0.509113 -2.403696
N: 3.012074 0.009675 -2.972550
N: 2.265889 -2.373448 -3.765059
N: -2.141797 1.209493 -2.805105
N: -3.424920 -0.998348 -3.174788
C: 0.559872 -0.266808 -3.885607
C: -0.854400 -0.878104 -3.936104
C: 3.989417 0.290427 -2.009586
C: 4.975006 1.078947 -2.590069
C: 4.608572 1.295733 -3.959184
C: 3.401437 0.621754 -4.172306
C: 2.575395 -3.673086 -3.350766
C: 2.925312 -4.439228 -4.469268
C: 2.862375 -3.575083 -5.610985
C: 2.455007 -2.318837 -5.149112
C: -2.316674 2.208650 -1.828953
C: -2.026974 3.448568 -2.389986
C: -1.810237 3.240512 -3.792949
C: -1.862982 1.869190 -4.012760
C: -4.171276 -0.360332 -4.181339
C: -5.144005 -1.242767 -4.640784
C: -4.967987 -2.478741 -3.930978
C: -3.905858 -2.313324 -3.057132
H: 0.956525 -0.331959 -4.910800
H: 0.516535 0.808006 -3.646529
H: -1.376522 -0.526924 -4.843656
H: -0.813219 -1.980151 -4.030056
H: 3.862341 -0.090587 -1.008600
H: 5.858701 1.450901 -2.088513
H: 5.157563 1.865097 -4.699376
H: 2.794383 0.565356 -5.066819
H: 2.515507 -3.927241 -2.307306
H: 3.187154 -5.485678 -4.467534
H: 3.084098 -3.831077 -6.635796
H: 2.271010 -1.423672 -5.720402
H: -2.698177 1.959019 -0.839223
H: -1.934162 4.385570 -1.850793
H: -1.658481 3.993225 -4.561447
H: -1.745644 1.340209 -4.947844
H: -3.965451 0.657479 -4.476490
H: -5.881110 -1.027576 -5.397065
H: -5.549491 -3.377660 -4.059444
H: -3.442214 -2.983948 -2.348966
C: -2.705916 0.239882 6.127537
Si: -1.067115 -0.579917 6.557472
C: -0.375841 0.794021 7.713627
C: -0.986037 -2.096872 7.659199
C: -0.005023 -0.871770 4.968778
H: -3.610600 -0.246187 6.520033
H: -2.840062 0.308588 5.043395
H: -2.745353 1.274791 6.511467
H: -0.874438 0.838034 8.704422
H: 0.698346 0.661642 7.911109
H: -0.513257 1.791150 7.255032
H: -0.951303 -2.921691 6.945762
H: -0.069145 -2.119086 8.273026
H: -1.808559 -2.291536 8.364977
H: -0.263172 -0.176908 4.138603
H: 1.075463 -0.669134 5.182475

Atoms 1-3, force components in eV/Å:
Pd 0.3 0.3 0.8
C -0.6 1.4 -0.6
C -0.3 -0.5 0.6

---

Molecular formula: C21H24N2O4
Method: DFT, ωB97M-V with the def2-TZVPD basis set

Summary:
**HOMO-LUMO gap**: 4.0 eV
**Largest force on an atom**: 1.93 eV/A
**Relative energy (zero: lowest compared OMol25 entry of this formula, charge and spin)**: 755.1 kJ/mol
**Total energy**: -1224.91050 Ha
**Total charge**: 0
**2S+1**: 1

Positions of all 51 atoms, in Å:
C: -3.258371 2.477726 2.947348
C: -1.902855 2.716714 3.629722
C: -1.090895 1.427821 3.456352
N: -1.804829 0.653568 2.434605
C: -1.380080 -0.523396 2.021204
C: -2.119525 -1.317198 1.061958
C: -2.578370 -0.753866 -0.157993
C: -3.363017 -1.502299 -1.025729
C: -3.670392 -2.836979 -0.729892
C: -3.197364 -3.417967 0.455772
C: -2.422598 -2.676244 1.340132
C: -3.099958 1.232857 2.064211
H: -4.033383 2.271963 3.690653
H: -3.574811 3.334876 2.349762
H: -1.371053 3.542974 3.146911
H: -2.013556 2.955062 4.690235
H: -0.053083 1.619608 3.146072
H: -1.048882 0.866527 4.405342
H: -0.539143 -0.966202 2.567163
H: -2.307913 0.274629 -0.403291
H: -3.734203 -1.039230 -1.940258
H: -4.267526 -3.424396 -1.427885
H: -3.437855 -4.456924 0.684692
H: -2.058532 -3.107153 2.276506
H: -3.927392 0.522462 2.228350
H: -3.128646 1.511796 1.000355
C: 2.232651 3.334284 -0.447646
C: 2.427382 1.879161 -0.769144
O: 2.054377 1.110877 0.385599
C: 2.313798 -0.211626 0.168524
C: 1.902911 -1.040164 1.275522
C: 2.251520 -2.389919 1.360871
C: 2.940805 -3.073784 0.289665
C: 3.201655 -4.423709 0.331872
C: 2.793719 -5.181071 1.449470
N: 2.973502 -6.587622 1.436261
O: 2.568455 -7.262231 2.409570
O: 3.529578 -7.105196 0.439926
C: 2.167970 -4.549052 2.550006
C: 1.913985 -3.193067 2.519775
O: 2.837446 -0.553010 -0.903788
H: 2.217505 3.904301 -1.376522
H: 1.306696 3.527639 0.097156
H: 3.074946 3.698380 0.144861
H: 1.807340 1.574076 -1.621763
H: 3.479037 1.689850 -1.013079
H: 1.433959 -0.533183 2.106415
H: 3.237218 -2.493800 -0.577329
H: 3.705308 -4.924361 -0.487036
H: 1.895112 -5.159992 3.408459
H: 1.447774 -2.695921 3.378365

Atoms 1-3, force components in eV/Å:
C -0.2 -0.2 0.3
C 0.3 0.2 -0.2
C 0.4 0.3 0.7

---

Q: Among the records above, which one has the highest total energy?
A: C21H24N2O4

---

Copy entry 4 word for word.
Molecular formula: C21H24N2O4
Method: DFT, ωB97M-V with the def2-TZVPD basis set

Summary:
**HOMO-LUMO gap**: 4.0 eV
**Largest force on an atom**: 1.93 eV/A
**Relative energy (zero: lowest compared OMol25 entry of this formula, charge and spin)**: 755.1 kJ/mol
**Total energy**: -1224.91050 Ha
**Total charge**: 0
**2S+1**: 1

Positions of all 51 atoms, in Å:
C: -3.258371 2.477726 2.947348
C: -1.902855 2.716714 3.629722
C: -1.090895 1.427821 3.456352
N: -1.804829 0.653568 2.434605
C: -1.380080 -0.523396 2.021204
C: -2.119525 -1.317198 1.061958
C: -2.578370 -0.753866 -0.157993
C: -3.363017 -1.502299 -1.025729
C: -3.670392 -2.836979 -0.729892
C: -3.197364 -3.417967 0.455772
C: -2.422598 -2.676244 1.340132
C: -3.099958 1.232857 2.064211
H: -4.033383 2.271963 3.690653
H: -3.574811 3.334876 2.349762
H: -1.371053 3.542974 3.146911
H: -2.013556 2.955062 4.690235
H: -0.053083 1.619608 3.146072
H: -1.048882 0.866527 4.405342
H: -0.539143 -0.966202 2.567163
H: -2.307913 0.274629 -0.403291
H: -3.734203 -1.039230 -1.940258
H: -4.267526 -3.424396 -1.427885
H: -3.437855 -4.456924 0.684692
H: -2.058532 -3.107153 2.276506
H: -3.927392 0.522462 2.228350
H: -3.128646 1.511796 1.000355
C: 2.232651 3.334284 -0.447646
C: 2.427382 1.879161 -0.769144
O: 2.054377 1.110877 0.385599
C: 2.313798 -0.211626 0.168524
C: 1.902911 -1.040164 1.275522
C: 2.251520 -2.389919 1.360871
C: 2.940805 -3.073784 0.289665
C: 3.201655 -4.423709 0.331872
C: 2.793719 -5.181071 1.449470
N: 2.973502 -6.587622 1.436261
O: 2.568455 -7.262231 2.409570
O: 3.529578 -7.105196 0.439926
C: 2.167970 -4.549052 2.550006
C: 1.913985 -3.193067 2.519775
O: 2.837446 -0.553010 -0.903788
H: 2.217505 3.904301 -1.376522
H: 1.306696 3.527639 0.097156
H: 3.074946 3.698380 0.144861
H: 1.807340 1.574076 -1.621763
H: 3.479037 1.689850 -1.013079
H: 1.433959 -0.533183 2.106415
H: 3.237218 -2.493800 -0.577329
H: 3.705308 -4.924361 -0.487036
H: 1.895112 -5.159992 3.408459
H: 1.447774 -2.695921 3.378365

Atoms 1-3, force components in eV/Å:
C -0.2 -0.2 0.3
C 0.3 0.2 -0.2
C 0.4 0.3 0.7

---

Q: The highest largest force on an atom belongs to which entry?
A: C53H53NO16